1.
Density functional theory data (ωB97M-V/def2-TZVPD) for a structure of composition C22H14Br4N2O4Pb.

Each line ends with the Mulliken charge.
Atoms and positions in Å:
1 Pb -0.973 0.115 -0.897  1.13
2 O -2.466 1.585 0.514  -0.89
3 C -1.948 2.515 1.210  0.61
4 C -2.611 3.783 1.320  -0.59
5 C -2.096 4.826 2.040  -0.29
6 C -0.882 4.696 2.737  -0.69
7 C -0.234 3.488 2.693  -0.36
8 C -0.727 2.389 1.966  0.53
9 C -0.045 1.139 2.126  -0.40
10 N -0.242 0.056 1.469  0.13
11 C 0.346 -1.173 1.950  -0.77
12 C 0.937 -2.002 0.816  -0.51
13 N -0.092 -2.253 -0.170  0.02
14 C -0.097 -3.403 -0.730  -0.26
15 C -1.013 -4.008 -1.672  0.65
16 C -0.644 -5.283 -2.134  -0.54
17 C -1.422 -6.037 -2.981  -0.61
18 C -2.654 -5.505 -3.395  -0.24
19 C -3.060 -4.271 -2.970  -0.63
20 C -2.271 -3.439 -2.095  0.27
21 O -2.712 -2.319 -1.730  -0.76
22 H -3.536 3.893 0.767  0.35
23 H -2.628 5.772 2.074  0.32
24 H -0.468 5.529 3.290  0.34
25 H 0.707 3.365 3.223  0.27
26 H 0.677 1.113 2.956  0.12
27 H -0.456 -1.764 2.409  0.25
28 H 1.113 -0.983 2.715  0.47
29 H 1.359 -2.933 1.224  0.55
30 H 1.733 -1.432 0.332  -0.19
31 H 0.707 -4.098 -0.434  0.09
32 H 0.315 -5.678 -1.807  0.26
33 H -1.096 -7.013 -3.319  0.35
34 H -3.291 -6.088 -4.055  0.32
35 H -4.016 -3.863 -3.280  0.35
36 Br 4.298 5.227 0.247  -0.23
37 C 3.425 3.601 -0.215  0.17
38 C 4.136 2.417 -0.234  0.01
39 Br 5.991 2.386 0.173  -0.24
40 C 3.454 1.228 -0.558  -0.14
41 Br 4.390 -0.435 -0.627  -0.23
42 C 2.092 1.173 -0.858  0.41
43 O 1.481 0.078 -1.167  -0.80
44 C 1.338 2.420 -0.817  0.66
45 O 0.084 2.398 -1.066  -0.91
46 C 2.051 3.588 -0.510  -0.16
47 Br 1.047 5.203 -0.532  -0.18

Total energy (hartree): -11746.25207
Net charge: -2
LUMO level (eV): 4.20
2S+1: 1
HOMO-LUMO gap (eV): 5.7
Largest force on an atom (eV/Å): 0.58

***

2.
Density functional theory data (ωB97M-V/def2-TZVPD) for a structure of composition C41H42IrN5OSi.

Each line ends with the Mulliken charge.
Atoms and positions in Å:
1 Ir -1.157 -0.784 0.038  -0.51
2 C -1.273 -3.629 1.228  -1.57
3 N -2.135 -2.437 0.976  0.25
4 C -2.898 -2.013 2.198  -1.52
5 C -2.384 -0.708 2.699  0.97
6 C -2.696 -0.187 3.940  -1.16
7 C -2.172 1.041 4.305  -0.63
8 C -1.344 1.718 3.418  -0.99
9 C -1.080 1.155 2.190  0.45
10 N -1.610 -0.030 1.842  0.16
11 C -3.129 -2.843 -0.069  -1.56
12 C -3.828 -1.627 -0.606  1.12
13 C -5.131 -1.601 -1.050  -0.94
14 C -5.626 -0.422 -1.597  -0.49
15 C -4.805 0.691 -1.676  -0.89
16 C -3.510 0.602 -1.200  -0.06
17 N -3.045 -0.535 -0.674  0.46
18 C -0.165 -3.464 2.242  0.82
19 C 0.941 -4.302 2.157  -0.96
20 C 1.931 -4.187 3.118  -0.48
21 C 1.787 -3.237 4.118  -0.73
22 C 0.652 -2.445 4.113  -0.26
23 N -0.313 -2.555 3.197  0.13
24 H -0.837 -3.906 0.268  0.41
25 H -1.927 -4.453 1.539  0.52
26 H -2.831 -2.774 2.972  0.62
27 H -3.950 -1.898 1.927  0.64
28 H -3.330 -0.750 4.611  0.59
29 H -2.402 1.464 5.274  0.47
30 H -0.908 2.675 3.662  0.59
31 H -0.450 1.639 1.454  0.10
32 H -3.835 -3.569 0.340  0.58
33 H -2.579 -3.325 -0.880  0.49
34 H -5.747 -2.488 -0.982  0.53
35 H -6.645 -0.377 -1.958  0.46
36 H -5.152 1.620 -2.103  0.52
37 H -2.816 1.429 -1.248  0.54
38 H 1.021 -5.031 1.361  0.48
39 H 2.802 -4.829 3.088  0.49
40 H 2.535 -3.115 4.890  0.48
41 H 0.498 -1.694 4.880  0.45
42 C 2.698 -0.479 -2.180  -1.83
43 C 1.944 0.553 -3.025  2.38
44 C 2.894 1.683 -3.440  -1.82
45 C 1.420 -0.154 -4.287  -1.86
46 Si 0.460 1.299 -2.137  -0.64
47 O -0.490 0.071 -1.508  0.67
48 C 0.841 2.415 -0.670  0.89
49 C -0.073 3.421 -0.333  -0.05
50 C 0.104 4.218 0.793  -0.88
51 C 1.205 4.020 1.614  -0.75
52 C 2.128 3.029 1.300  -0.98
53 C 1.946 2.242 0.170  0.06
54 C -0.626 2.233 -3.331  0.24
55 C -0.369 3.565 -3.669  -0.25
56 C -1.147 4.230 -4.607  -0.77
57 C -2.199 3.571 -5.227  -0.58
58 C -2.467 2.245 -4.913  -0.79
59 C -1.685 1.586 -3.975  -0.30
60 H 3.502 -0.920 -2.778  0.56
61 H 2.040 -1.292 -1.860  0.18
62 H 3.164 -0.040 -1.295  0.32
63 H 3.720 1.278 -4.032  0.52
64 H 3.324 2.199 -2.578  0.30
65 H 2.388 2.427 -4.060  0.39
66 H 2.256 -0.614 -4.822  0.54
67 H 0.931 0.542 -4.969  0.40
68 H 0.708 -0.948 -4.043  0.29
69 H -0.929 3.605 -0.972  0.37
70 H -0.607 5.003 1.017  0.46
71 H 1.360 4.652 2.480  0.47
72 H 3.006 2.892 1.919  0.63
73 H 2.696 1.495 -0.065  0.50
74 H 0.447 4.099 -3.193  0.42
75 H -0.932 5.260 -4.855  0.45
76 H -2.803 4.087 -5.962  0.42
77 H -3.274 1.723 -5.412  0.48
78 H -1.890 0.543 -3.754  0.48
79 N 0.746 -1.004 0.667  -0.11
80 C 1.821 -1.050 1.058  0.05
81 C 3.163 -1.094 1.541  0.70
82 C 3.521 -0.279 2.616  -0.18
83 C 4.822 -0.324 3.083  -1.10
84 C 5.746 -1.172 2.482  -0.44
85 C 5.381 -1.979 1.411  -0.99
86 C 4.084 -1.946 0.931  -0.15
87 H 2.788 0.376 3.068  0.68
88 H 5.120 0.302 3.913  0.49
89 H 6.763 -1.201 2.851  0.45
90 H 6.110 -2.629 0.947  0.48
91 H 3.785 -2.561 0.092  0.60

Total energy (hartree): -2330.04050
Relative energy (zero: lowest compared OMol25 entry of this formula, charge and spin) (kcal/mol): 0.0
Net charge: +2
LUMO level (eV): -5.81
2S+1: 1
HOMO-LUMO gap (eV): 7.5
Largest force on an atom (eV/Å): 0.17

***

3.
Density functional theory data (ωB97M-V/def2-TZVPD) for an isolated molecule of C6H4FN at a distorted geometry.

Each line ends with the Mulliken charge.
Atoms and positions in Å:
1 C -2.015 0.764 -0.410  -0.64
2 C -1.007 0.514 -1.503  0.52
3 F -1.426 0.499 -2.792  -0.24
4 C 0.350 0.503 -1.192  -0.73
5 C 0.959 -0.076 0.072  0.21
6 C 1.253 -0.398 1.137  0.48
7 C 1.573 -1.080 2.369  -0.16
8 N 1.657 -1.304 3.514  -0.44
9 H -1.428 0.379 0.482  0.18
10 H -2.081 1.913 -0.105  0.26
11 H -2.983 0.150 -0.730  0.26
12 H 1.049 0.836 -1.960  0.31

Total energy (hartree): -385.49922
Relative energy (zero: lowest compared OMol25 entry of this formula, charge and spin) (kcal/mol): 71.7
LUMO level (eV): -0.19
SMILES: C/C(F)=C\C#CC#N
2S+1: 1
HOMO-LUMO gap (eV): 9.3
Largest force on an atom (eV/Å): 9.65

***

Number 3 is which compound?
C6H4FN

***

Which formula does entry 3 have?
C6H4FN

***

The highest HOMO-LUMO gap belongs to which entry?
C6H4FN

***

Number 3 is which compound?
C6H4FN